# 1
7 unconnected molecules or ions with the total composition C21H28O21 at a distorted geometry, computed with wB97M-V/def2-TZVPD.

Computed properties:
HOMO energy (spin up / spin down) ... -12.7504 / -12.7504 eV
Strongest force on any atom ... 6.79 eV/A
HOMO-LUMO gap (spin up / spin down) ... 8.606 / 2.254 eV
Total energy ... -65215.3570 eV
Multiplicity ... 2
Energy above the lowest of the compared OMol25 structures with the same formula, charge and spin ... 20.2 kcal/mol
Net charge ... +1

Positions of all 70 atoms, in Å:
C1 3.91 -5.45 -0.67
C2 3.40 -6.46 0.46
O1 2.92 -5.55 1.47
C3 2.74 -4.30 0.91
O2 2.11 -3.42 1.47
O3 3.29 -4.26 -0.28
H1 3.69 -5.83 -1.67
H2 4.99 -5.40 -0.54
H3 4.06 -7.23 0.87
H4 2.56 -7.07 0.11
C4 -3.35 0.95 -2.05
C5 -2.89 -0.45 -2.39
O4 -3.13 -0.58 -3.79
C6 -3.74 0.54 -4.28
O5 -4.12 0.69 -5.41
O6 -3.87 1.43 -3.31
H5 -2.54 1.62 -1.78
H6 -4.16 0.96 -1.32
H7 -3.56 -1.16 -1.91
H8 -1.84 -0.48 -2.11
C7 5.49 -3.04 3.43
C8 5.63 -2.62 4.85
O7 5.06 -1.34 4.91
C9 4.49 -1.02 3.71
O8 3.87 0.03 3.49
O9 4.81 -1.99 2.78
H9 5.03 -4.03 3.47
H10 6.50 -3.15 3.04
H11 6.67 -2.71 5.15
H12 4.93 -3.25 5.40
C10 2.34 4.27 -2.21
C11 2.56 2.80 -2.00
O10 3.19 2.39 -3.21
C12 2.97 3.32 -4.16
O11 3.40 3.24 -5.29
O12 2.24 4.40 -3.63
H13 3.22 4.84 -1.90
H14 1.43 4.63 -1.72
H15 1.59 2.35 -1.76
H16 3.23 2.69 -1.15
C13 -3.41 4.63 -1.87
C14 -2.30 4.45 -0.88
O13 -1.55 5.54 -0.93
C15 -2.23 6.49 -1.65
O14 -2.04 7.73 -1.81
O15 -3.42 5.95 -2.06
H17 -4.32 4.29 -1.37
H18 -3.31 4.05 -2.79
H19 -1.69 3.57 -1.08
H20 -2.58 4.33 0.17
C16 -0.09 -1.00 1.45
C17 1.27 -0.46 1.88
O16 1.18 0.88 1.63
C18 0.11 1.06 0.74
O17 -0.10 2.13 0.16
O18 -0.50 -0.12 0.53
H21 -0.82 -1.09 2.26
H22 -0.04 -2.00 1.02
H23 2.08 -0.96 1.35
H24 1.31 -0.78 2.92
C19 -6.13 -0.36 0.72
C20 -6.36 -0.90 2.07
O19 -5.12 -1.61 2.31
C21 -4.32 -1.57 1.26
O20 -3.19 -2.10 1.26
O21 -4.90 -0.94 0.27
H25 -6.02 0.72 0.68
H26 -6.92 -0.68 0.03
H27 -7.19 -1.60 2.05
H28 -6.54 -0.01 2.67

# 2
A molecular structure, C32H45CoN2O5PSb2, computed with wB97M-V/def2-TZVPD.

Computed properties:
HOMO energy (spin up / spin down) ... -10.0385 / -10.0385 eV
Strongest force on any atom ... 0.68 eV/A
HOMO-LUMO gap (spin up / spin down) ... 7.155 / 7.155 eV
Total energy ... -107119.8012 eV
Multiplicity ... 1
Energy above the lowest of the compared OMol25 structures with the same formula, charge and spin ... 6.9 kcal/mol
Net charge ... +1

Positions of all 88 atoms, in Å:
Co1 -0.21 0.59 -0.25
O1 -1.52 1.37 -1.36
C1 -2.15 2.51 -1.13
C2 -3.29 2.81 -1.89
C3 -3.95 4.00 -1.73
C4 -3.52 4.95 -0.80
C5 -2.41 4.68 -0.05
C6 -1.71 3.47 -0.19
C7 -0.57 3.25 0.67
N1 0.09 2.16 0.75
N2 1.10 2.06 1.69
C8 1.62 0.86 1.64
O2 1.24 -0.04 0.78
C9 2.72 0.50 2.57
C10 3.39 -0.70 2.40
C11 4.42 -1.05 3.26
C12 4.77 -0.20 4.30
C13 4.09 1.00 4.47
C14 3.07 1.36 3.61
H1 -3.62 2.08 -2.61
H2 -4.83 4.20 -2.34
H3 -4.05 5.89 -0.69
H4 -2.05 5.40 0.68
H5 -0.26 4.05 1.35
H6 3.11 -1.35 1.58
H7 4.94 -1.99 3.13
H8 5.56 -0.48 4.98
H9 4.37 1.67 5.28
H10 2.55 2.30 3.73
C15 3.60 0.67 -1.22
Sb1 1.71 1.26 -1.98
C16 2.05 3.35 -2.24
C17 2.03 0.58 -4.00
C18 2.35 -0.89 -4.01
C19 3.68 -1.29 -4.13
C20 4.04 -2.63 -4.12
C21 3.06 -3.60 -4.00
C22 1.73 -3.22 -3.88
C23 1.36 -1.87 -3.88
C24 -0.09 -1.52 -3.76
Sb2 -0.86 -1.39 -1.76
C25 -0.62 -3.41 -1.15
C26 -2.89 -1.28 -2.33
H11 4.39 1.16 -1.80
H12 3.70 -0.41 -1.31
H13 3.68 0.95 -0.17
H14 3.10 3.51 -2.45
H15 1.76 3.88 -1.34
H16 1.45 3.72 -3.08
H17 2.88 1.16 -4.35
H18 1.17 0.83 -4.61
H19 4.45 -0.53 -4.24
H20 5.08 -2.91 -4.22
H21 3.32 -4.65 -4.01
H22 0.96 -3.98 -3.82
H23 -0.72 -2.29 -4.21
H24 -0.34 -0.57 -4.24
H25 -1.23 -4.06 -1.78
H26 -0.94 -3.52 -0.11
H27 0.43 -3.69 -1.24
H28 -3.32 -2.28 -2.36
H29 -2.93 -0.84 -3.33
H30 -3.44 -0.65 -1.64
C27 -0.77 -3.12 3.17
C28 -0.12 -1.95 2.47
O3 -1.00 -0.80 2.56
P1 -1.63 -0.09 1.29
O4 -2.73 -1.06 0.69
C29 -3.87 -1.51 1.48
C30 -4.29 -2.86 0.97
O5 -2.50 1.03 1.96
C31 -2.10 1.83 3.11
C32 -2.81 1.33 4.35
H31 -0.09 -3.97 3.17
H32 -1.70 -3.41 2.68
H33 -0.99 -2.87 4.21
H34 0.10 -2.17 1.43
H35 0.81 -1.66 2.95
H36 -4.66 -0.77 1.35
H37 -3.58 -1.54 2.53
H38 -4.51 -2.82 -0.10
H39 -5.20 -3.18 1.48
H40 -3.52 -3.61 1.14
H41 -2.39 2.85 2.86
H42 -1.02 1.79 3.22
H43 -3.89 1.40 4.23
H44 -2.52 1.94 5.20
H45 -2.54 0.30 4.56

# 3
A molecular structure, C15H35N5O5Ti at a distorted geometry, computed with wB97M-V/def2-TZVPD.

Computed properties:
HOMO energy (spin up / spin down) ... -1.5186 / -9.3353 eV
Strongest force on any atom ... 2.81 eV/A
HOMO-LUMO gap (spin up / spin down) ... 1.851 / 9.548 eV
Total energy ... -56922.6915 eV
Multiplicity ... 5
Net charge ... 0

Positions of all 61 atoms, in Å:
Ti1 0.01 0.45 0.56
C1 -2.12 2.34 3.89
C2 -1.36 1.12 3.35
O1 -0.30 1.15 2.72
N1 -1.88 -0.10 3.67
C3 -1.22 -1.41 3.39
H1 -3.20 2.26 4.00
H2 -2.04 3.15 3.17
H3 -1.71 2.77 4.80
H4 -2.52 -0.07 4.44
H5 -0.94 -1.59 2.35
H6 -1.88 -2.27 3.51
H7 -0.32 -1.45 4.02
C4 -0.06 -1.26 -3.45
C5 -0.06 0.19 -3.10
O2 -0.14 0.56 -1.95
N2 0.16 1.13 -4.10
C6 0.38 2.58 -3.82
H8 0.65 -1.64 -2.72
H9 0.30 -1.46 -4.46
H10 -0.94 -1.90 -3.30
H11 0.41 0.74 -4.99
H12 -0.08 3.26 -4.53
H13 1.45 2.79 -3.89
H14 -0.11 2.82 -2.88
C7 -3.86 -1.48 0.50
C8 -3.30 -0.12 0.05
O3 -2.14 0.07 0.32
N3 -4.08 0.76 -0.62
C9 -3.61 2.01 -1.14
H15 -4.68 -1.26 1.18
H16 -3.03 -2.08 0.87
H17 -4.18 -2.09 -0.34
H18 -5.08 0.62 -0.58
H19 -3.00 2.08 -2.04
H20 -3.03 2.46 -0.34
H21 -4.47 2.69 -1.17
C10 3.45 2.28 2.32
C11 3.13 1.81 0.90
O4 1.98 1.46 0.56
N4 4.20 1.78 0.08
C12 4.09 1.13 -1.26
H22 4.32 1.79 2.75
H23 2.52 2.09 2.84
H24 3.59 3.36 2.40
H25 5.13 2.14 0.23
H26 5.04 0.61 -1.42
H27 3.90 1.81 -2.09
H28 3.43 0.27 -1.20
C13 3.23 -2.61 -0.15
C14 1.72 -2.64 0.07
O5 1.13 -1.72 0.67
N5 1.06 -3.67 -0.42
C15 -0.35 -3.91 -0.40
H29 3.53 -1.94 -0.96
H30 3.62 -3.56 -0.50
H31 3.79 -2.13 0.66
H32 1.64 -4.21 -1.05
H33 -0.68 -3.47 -1.35
H34 -0.89 -3.50 0.45
H35 -0.59 -4.97 -0.52

# 4
2 unconnected molecules or ions with the total composition C6H8BrI2NO2 at a distorted geometry, computed with wB97M-V/def2-TZVPD.

Computed properties:
HOMO energy ... -8.5659 eV
Strongest force on any atom ... 3.87 eV/A
HOMO-LUMO gap ... 8.274 eV
Total energy ... -98178.1764 eV
Multiplicity ... 1
Energy above the lowest of the compared OMol25 structures with the same formula, charge and spin ... 0.0 kcal/mol
Net charge ... 0

Positions of all 20 atoms, in Å:
C1 0.85 -0.87 -1.48
C2 0.51 -1.22 -0.27
C3 -0.69 1.39 1.66
C4 2.07 -0.04 -1.73
C5 -0.75 -1.82 0.08
C6 -2.05 -0.16 0.51
N1 0.32 2.28 1.40
O1 -1.13 1.01 2.68
O2 -1.21 0.90 0.52
Br1 -3.36 -0.11 -0.83
I1 1.44 1.92 -2.46
I2 -0.74 -3.06 1.86
H1 0.37 -1.24 -2.36
H2 0.91 -0.69 0.57
H3 2.87 -0.04 -1.05
H4 2.60 -0.32 -2.57
H5 -1.20 -2.25 -0.77
H6 -2.45 -0.32 1.48
H7 0.89 2.42 2.23
H8 0.76 2.22 0.56